Record 1
{
  "formula": "C8H10BrO4",
  "method": "ωB97M-V/def2-TZVPD",
  "spin_multiplicity": 1,
  "de_lowest_ev": 2.1693,
  "charge": -1,
  "homo_lumo_gap_ev": 7.29,
  "lumo_ev": 2.89,
  "energy_ev": -86687.160,
  "elements": ["C", "C", "C", "C", "C", "C", "C", "C", "O", "O", "O", "O", "Br", "H", "H", "H", "H", "H", "H", "H", "H", "H", "H"],
  "coordinates": [[1.877574, -0.621566, -1.220298], [2.162500, -0.994943, 1.132219], [1.547463, -0.139235, -0.120955], [-1.958520, -0.792930, -1.148221], [-0.943653, 2.743486, 0.064778], [-0.979312, -2.711279, 0.039423], [0.680481, 0.875274, 0.592241], [0.006718, 1.728850, -0.565892], [1.435093, -1.866711, 1.583145], [2.258035, -1.121730, -2.244125], [3.235861, -0.565237, 1.453351], [-1.191529, -1.747396, -1.014683], [-3.120013, -0.437093, 0.424527], [-1.367410, 2.452096, 0.902571], [-1.684555, 3.037784, -0.738434], [-0.340239, 3.779948, 0.272796], [-1.971502, -2.647519, 0.466444], [-0.026392, -2.495180, 0.546232], [-0.698427, -3.599399, -0.368648], [-0.007580, 0.482190, 1.297032], [1.253924, 1.496094, 1.157133], [0.539794, 2.246886, -1.354567], [-0.708308, 0.897600, -1.156077]],
  "atomic_forces_ev_per_a": [[0.618, -0.842, -3.370], [-0.045, 0.060, -1.352], [-0.975, -0.073, 4.041], [-0.120, 0.472, -1.061], [2.896, 4.466, -5.277], [-0.489, 2.182, 0.993], [-0.143, 0.347, -5.443], [-3.499, -2.653, 0.793], [-0.947, -1.029, 0.483], [-0.368, 0.450, 1.093], [2.067, 0.649, 1.012], [1.252, -0.447, -1.182], [-0.555, 0.102, 0.876], [-2.241, -1.479, 3.941], [0.377, -0.213, 1.166], [-1.319, -2.338, -0.206], [0.447, -0.850, 1.329], [-0.697, 1.087, 0.866], [-0.160, -2.698, -1.893], [-1.118, -0.882, 0.074], [2.158, 1.870, 1.574], [0.991, -0.449, 0.261], [1.872, 2.267, 1.284]]
}

***

Record 2
{
  "formula": "C39H48P2PtSi",
  "method": "ωB97M-V/def2-TZVPD",
  "spin_multiplicity": 5,
  "de_lowest_ev": 0.0000,
  "charge": 2,
  "homo_lumo_gap_ev": [6.24, 5.29],
  "lumo_ev": [-5.51, -8.70],
  "energy_ev": -70903.798,
  "elements": ["Pt", "C", "C", "C", "C", "C", "C", "C", "C", "C", "H", "H", "H", "H", "H", "H", "H", "H", "H", "H", "H", "H", "H", "H", "H", "P", "P", "C", "C", "C", "C", "C", "C", "C", "C", "C", "C", "C", "C", "C", "C", "C", "C", "C", "C", "C", "C", "C", "C", "C", "C", "C", "C", "H", "H", "H", "H", "H", "H", "H", "H", "H", "H", "H", "H", "H", "H", "H", "H", "H", "H", "H", "H", "H", "H", "C", "Si", "C", "C", "C", "H", "H", "H", "H", "H", "H", "H", "H", "H", "H", "H"],
  "coordinates": [[0.623066, -1.854970, -0.688263], [-0.768380, -3.589741, -1.409823], [-1.286002, -2.204154, -1.047447], [-2.196095, -2.089534, 0.163629], [-1.417133, -1.930649, 1.489285], [0.076751, -1.836891, 1.259871], [0.846164, -3.025158, 0.895348], [0.201081, -4.389643, 0.865650], [-0.780979, -4.648237, -0.284360], [0.565946, 2.059149, 1.270040], [-1.507959, -3.964304, -2.152838], [-1.693739, -1.691095, -1.934572], [-2.892619, -2.936488, 0.214957], [-2.811752, -1.197470, 0.008142], [-1.744411, -1.004524, 1.978213], [-1.659126, -2.743933, 2.189058], [0.597516, -1.103479, 1.891999], [1.880734, -3.027378, 1.259719], [-0.306202, -4.572656, 1.824424], [1.015274, -5.123236, 0.799505], [-0.544549, -5.618952, -0.739391], [-1.801580, -4.739890, 0.104669], [0.668002, 1.030245, 0.892930], [1.414016, 2.293504, 1.929238], [0.573310, 2.765435, 0.430985], [-1.568459, 2.591981, -1.340600], [-0.965501, 2.241125, 2.167665], [-2.417945, 1.574582, -0.166610], [-2.325785, 1.646984, 1.220900], [-1.962410, 1.630577, -2.788247], [-3.327491, 1.399354, -3.095759], [-3.669552, 0.711270, -4.254371], [-2.671043, 0.222560, -5.108320], [-1.320715, 0.493437, -4.838934], [-0.957661, 1.196953, -3.695639], [0.550169, -3.494023, -2.198549], [1.668838, -4.358282, -1.967161], [2.782792, -4.250213, -2.783955], [2.771028, -3.411636, -3.907701], [1.620557, -2.673384, -4.231667], [0.508469, -2.712137, -3.405101], [-1.087982, 3.987929, 2.650724], [-1.402847, 4.945649, 1.670619], [-1.455053, 6.297150, 2.011386], [-1.199621, 6.702107, 3.325464], [-0.875304, 5.752407, 4.298718], [-0.816362, 4.398572, 3.964292], [-0.880946, 1.269650, 3.694189], [0.344333, 0.827544, 4.223820], [0.365662, 0.083631, 5.406091], [-0.827629, -0.231709, 6.062170], [-2.049277, 0.203375, 5.537370], [-2.077075, 0.972620, 4.371207], [-3.191682, 0.906087, -0.569922], [-3.186189, 1.304527, 1.804027], [-4.101140, 1.759425, -2.417113], [-4.719927, 0.560568, -4.503641], [-2.942237, -0.360156, -5.992789], [-0.549406, 0.162010, -5.538511], [0.089101, 1.409362, -3.485274], [1.640691, -5.071660, -1.145512], [3.680008, -4.833995, -2.558007], [3.656552, -3.346641, -4.539862], [1.601211, -2.053946, -5.132659], [-0.404753, -2.157946, -3.638986], [-1.611368, 4.622404, 0.648541], [-1.697508, 7.039548, 1.249911], [-1.246685, 7.759261, 3.590568], [-0.668167, 6.063353, 5.322525], [-0.569756, 3.655454, 4.725275], [1.279842, 1.072578, 3.720389], [1.322135, -0.247296, 5.814411], [-0.806247, -0.810294, 6.985998], [-2.984189, -0.052868, 6.035863], [-3.026508, 1.344008, 3.984312], [4.725267, 1.094377, -0.375933], [3.274147, 0.405094, -1.361895], [2.048272, 1.777966, -1.695248], [3.888943, -0.218650, -3.012753], [2.505816, -0.986488, -0.343974], [5.141140, 1.974405, -0.885365], [5.525185, 0.346779, -0.278995], [4.411267, 1.395698, 0.632198], [2.132600, 2.101933, -2.741930], [1.017487, 1.444159, -1.514896], [2.254666, 2.650431, -1.062330], [4.855326, -0.729366, -2.907198], [3.177632, -0.923931, -3.457877], [4.017892, 0.624444, -3.706316], [3.167047, -1.872403, -0.399535], [2.489007, -0.682253, 0.719533]],
  "atomic_forces_ev_per_a": [[3.503, 3.849, -3.197], [-1.139, -2.179, -0.676], [-3.130, 0.266, -0.832], [-0.276, 0.365, -0.131], [-0.269, 0.310, -0.068], [0.273, -2.417, 1.838], [-0.161, -0.675, 3.934], [0.338, -0.424, 0.060], [-0.059, 0.067, -0.266], [0.378, -0.230, -0.197], [0.130, 0.121, 0.150], [0.080, -0.111, 0.417], [0.107, 0.152, -0.075], [0.046, -0.215, 0.089], [0.043, -0.217, -0.052], [0.245, 0.098, -0.153], [0.000, -0.012, -0.706], [-0.294, -0.016, -0.239], [0.193, 0.030, -0.159], [-0.236, 0.131, 0.211], [-0.179, 0.202, 0.059], [0.211, 0.057, -0.211], [-0.021, 0.329, 0.010], [-0.300, 0.019, -0.147], [0.005, -0.209, 0.241], [0.391, -0.462, 0.541], [0.396, 0.978, 1.160], [-0.007, 0.336, 1.226], [-0.773, -0.150, -1.362], [-0.373, -0.392, -1.317], [0.724, -0.196, -0.102], [0.112, -0.188, -0.159], [0.138, 0.178, 0.163], [-0.282, -0.206, -0.050], [-0.685, 0.293, 0.466], [-0.294, -0.495, -0.269], [-0.222, 0.608, 0.007], [0.449, -0.072, -0.320], [0.044, -0.439, 0.552], [-0.841, 0.264, -0.024], [0.814, -0.095, 0.097], [-0.122, 0.214, -0.100], [-0.005, -0.054, 0.193], [0.016, -0.103, -0.006], [0.078, -0.289, -0.012], [-0.026, -0.026, -0.188], [-0.061, -0.122, -0.038], [-0.129, -0.283, 0.130], [-0.253, 0.002, -0.099], [-0.064, 0.074, -0.060], [-0.013, 0.126, -0.261], [0.100, 0.154, -0.136], [0.246, -0.171, 0.028], [0.112, 0.389, 0.222], [0.440, -0.256, -0.096], [0.110, -0.020, -0.280], [0.277, -0.032, 0.085], [0.066, 0.320, 0.269], [-0.248, 0.076, 0.219], [-0.274, -0.022, -0.113], [0.121, 0.288, -0.195], [-0.390, 0.152, -0.146], [-0.241, -0.011, 0.158], [0.026, -0.290, 0.286], [0.404, -0.095, 0.007], [0.026, 0.215, 0.237], [0.055, -0.238, 0.222], [0.004, -0.323, -0.090], [-0.064, -0.086, -0.285], [-0.075, 0.273, -0.169], [-0.194, -0.115, 0.184], [-0.307, 0.110, -0.109], [-0.007, 0.140, -0.278], [0.270, 0.131, -0.092], [0.168, -0.153, 0.180], [-0.103, -0.153, -0.053], [0.362, 0.103, -0.020], [-0.201, 0.218, -0.005], [0.061, -0.163, -0.081], [1.036, 0.583, 0.104], [-0.059, -0.174, 0.125], [-0.167, 0.207, 0.020], [0.113, -0.010, -0.161], [-0.048, -0.012, 0.254], [0.196, 0.108, -0.070], [-0.089, -0.122, -0.152], [-0.181, 0.075, -0.076], [0.162, 0.256, 0.037], [0.032, -0.230, 0.149], [-0.212, 0.171, 0.021], [-0.027, -0.087, -0.269]]
}

***

Record 3
{
  "formula": "C43H45N7O2RuS2",
  "method": "ωB97M-V/def2-TZVPD",
  "spin_multiplicity": 5,
  "homo_lumo_gap_ev": [6.83, 5.40],
  "lumo_ev": [0.47, -0.96],
  "energy_ev": -84095.192,
  "elements": ["Ru", "C", "C", "C", "C", "C", "N", "C", "C", "C", "C", "C", "C", "C", "N", "C", "C", "C", "N", "C", "C", "N", "C", "C", "C", "N", "H", "H", "H", "H", "H", "H", "H", "H", "H", "H", "H", "H", "H", "H", "H", "H", "H", "H", "C", "O", "C", "S", "S", "H", "H", "H", "C", "N", "N", "C", "O", "C", "C", "C", "C", "C", "C", "C", "C", "C", "H", "H", "H", "H", "H", "H", "H", "H", "H", "H", "H", "H", "C", "C", "C", "C", "C", "C", "C", "C", "C", "C", "H", "H", "H", "H", "H", "H", "H", "H", "H", "H", "H", "H"],
  "coordinates": [[0.245036, 0.175272, 0.237652], [-5.636956, 2.788372, 2.313567], [-4.384090, 2.511128, 1.527237], [-3.445913, 3.512324, 1.279315], [-2.286035, 3.232914, 0.585928], [-2.019881, 1.958468, 0.082010], [-0.804675, 1.669521, -0.567633], [-0.384430, 2.595629, -1.528464], [-1.335825, 3.164893, -2.389193], [-1.002675, 4.110616, -3.334803], [0.313643, 4.542077, -3.493399], [0.690081, 5.563883, -4.531784], [1.267837, 3.964834, -2.675032], [0.936200, 3.014369, -1.715146], [1.993076, 2.520111, -0.903886], [2.975801, 3.235639, -0.320738], [3.833439, 2.341634, 0.274870], [3.281176, 1.084466, 0.000588], [2.167422, 1.197544, -0.721129], [-2.972111, 0.967650, 0.299881], [-4.118311, 1.241905, 1.040592], [-2.826536, -0.333268, -0.248176], [-3.834324, -1.178000, -0.565929], [-3.280797, -2.363495, -0.965285], [-1.900666, -2.164221, -0.861242], [-1.625647, -0.932301, -0.461217], [-5.932406, 3.832625, 2.219210], [-5.487672, 2.581001, 3.375121], [-6.463359, 2.167069, 1.969875], [-3.618681, 4.515624, 1.649933], [-1.543488, 4.006293, 0.432682], [-2.365276, 2.846667, -2.287974], [-1.780338, 4.518289, -3.969707], [-0.140435, 6.239355, -4.733569], [0.961120, 5.083748, -5.474265], [1.543204, 6.159292, -4.207841], [2.308644, 4.249761, -2.776260], [2.976499, 4.311195, -0.359731], [4.714284, 2.563253, 0.849941], [3.631383, 0.108101, 0.289621], [-4.808905, 0.437490, 1.259501], [-4.861905, -0.870428, -0.495739], [-3.788526, -3.260388, -1.269250], [-1.124095, -2.889599, -1.015220], [0.836360, -6.618022, 2.725769], [0.640911, -5.211851, 2.643602], [-0.168924, -4.693081, 1.683152], [-0.663709, -5.648891, 0.377841], [-0.573337, -3.080136, 1.961104], [1.707497, -6.756537, 3.363560], [0.990646, -7.065091, 1.745185], [-0.035721, -7.088541, 3.183514], [3.196323, -5.779680, -0.136193], [2.860629, -4.444461, -0.588205], [2.788024, -3.431619, 0.354974], [1.944437, -2.441622, -0.144808], [1.742029, -1.389368, 0.494141], [1.483446, -2.900770, -1.399476], [2.018102, -4.142792, -1.599792], [1.739443, -5.114911, -2.687414], [3.941420, -3.087786, 1.114902], [3.743774, -2.496047, 2.355109], [4.841424, -2.058772, 3.079876], [6.126914, -2.232118, 2.584075], [6.312733, -2.857358, 1.358781], [5.221529, -3.281091, 0.614191], [4.065045, -5.731412, 0.516865], [3.442394, -6.386905, -1.003603], [2.361720, -6.231377, 0.401066], [0.861297, -2.346120, -2.076517], [1.231609, -4.608639, -3.504724], [1.077207, -5.896892, -2.310267], [2.655177, -5.570799, -3.063563], [2.737701, -2.381390, 2.730574], [4.686723, -1.593316, 4.044484], [6.980630, -1.881101, 3.147936], [7.311555, -3.008082, 0.971355], [5.361586, -3.738396, -0.356813], [1.422455, -0.081721, 3.515892], [0.366720, 1.005237, 3.266136], [-1.022637, 0.401892, 3.550129], [0.427558, 1.458926, 1.824435], [0.582348, 2.239868, 4.139154], [1.575545, 2.326108, 5.107828], [1.749019, 3.488317, 5.853192], [0.932453, 4.585730, 5.641880], [-0.064507, 4.514079, 4.675789], [-0.233423, 3.356184, 3.936468], [1.227742, -0.946854, 2.880931], [1.375823, -0.430980, 4.550335], [2.428385, 0.290972, 3.305359], [-1.229847, -0.413979, 2.852138], [-1.804117, 1.155064, 3.435485], [-1.068435, -0.005156, 4.561865], [1.041803, 2.342606, 1.640172], [2.221015, 1.480979, 5.300260], [2.533802, 3.533456, 6.597923], [1.063710, 5.486589, 6.227207], [-0.707343, 5.366812, 4.495375], [-1.010219, 3.308808, 3.180958]],
  "atomic_forces_ev_per_a": [[-0.183, 0.486, -1.571], [0.055, -0.017, 0.032], [-0.003, 0.038, -0.063], [-0.031, -0.053, 0.008], [0.073, 0.013, 0.045], [0.002, 0.114, -0.109], [0.182, -0.303, 0.707], [-0.096, -0.095, -0.057], [-0.035, -0.031, -0.015], [0.029, 0.008, -0.012], [-0.031, 0.023, 0.022], [-0.011, -0.054, 0.006], [0.015, 0.000, -0.030], [0.056, 0.008, 0.086], [-0.092, 0.018, -0.047], [0.012, 0.001, 0.024], [-0.027, -0.043, 0.015], [0.090, -0.008, -0.103], [-0.030, -0.020, 0.061], [-0.084, -0.082, -0.007], [-0.012, -0.022, 0.065], [0.039, 0.100, -0.114], [0.000, -0.005, 0.027], [0.026, -0.019, -0.026], [-0.016, -0.016, -0.079], [0.220, -0.146, 0.302], [-0.008, 0.006, 0.001], [0.008, 0.001, 0.007], [-0.010, -0.001, 0.002], [-0.002, 0.004, 0.013], [-0.014, 0.013, -0.028], [-0.001, 0.016, -0.002], [-0.005, 0.013, 0.004], [0.000, 0.011, 0.000], [-0.001, -0.003, -0.008], [0.005, 0.008, -0.003], [0.011, -0.021, -0.007], [-0.008, 0.011, -0.012], [0.024, 0.007, -0.014], [-0.057, -0.016, 0.078], [-0.015, -0.001, -0.028], [0.000, 0.035, 0.006], [-0.002, -0.013, 0.011], [0.138, -0.038, 0.007], [0.001, -0.002, 0.039], [0.032, -0.043, -0.036], [-0.042, 0.164, 0.042], [0.059, 0.100, -0.106], [0.091, -0.247, 0.122], [-0.003, -0.001, 0.017], [0.003, -0.012, 0.044], [-0.012, -0.012, -0.029], [-0.047, -0.157, 0.137], [0.300, 0.113, -0.105], [-0.206, 0.146, -0.277], [-0.199, -0.334, 0.215], [-0.128, 0.357, 0.275], [0.037, 0.115, -0.018], [0.017, -0.049, 0.031], [-0.068, 0.005, 0.039], [-0.060, 0.004, 0.247], [-0.002, -0.032, 0.022], [0.005, -0.020, -0.007], [-0.032, -0.016, -0.047], [0.009, 0.001, 0.027], [0.008, 0.017, -0.071], [0.017, 0.028, -0.038], [0.015, 0.016, -0.003], [-0.049, 0.054, -0.048], [-0.131, -0.010, -0.026], [0.014, 0.002, -0.014], [0.014, -0.028, 0.028], [-0.017, -0.004, -0.008], [-0.028, -0.072, 0.001], [0.001, 0.025, -0.002], [0.012, -0.034, 0.028], [0.011, 0.013, -0.011], [-0.011, -0.002, -0.010], [-0.002, 0.008, -0.009], [-0.189, 0.060, -0.086], [-0.014, 0.011, -0.041], [0.428, -0.066, 0.506], [-0.005, 0.002, -0.022], [-0.038, 0.014, 0.030], [0.003, 0.002, -0.015], [-0.019, -0.003, 0.006], [0.017, -0.011, -0.001], [-0.019, -0.013, 0.028], [-0.067, 0.080, -0.010], [0.027, 0.023, 0.032], [0.008, -0.035, -0.002], [0.020, -0.038, 0.016], [-0.014, -0.006, -0.001], [-0.010, 0.011, 0.012], [0.022, -0.053, -0.086], [0.037, -0.004, -0.022], [-0.012, -0.015, 0.022], [0.016, 0.015, -0.014], [-0.019, 0.000, 0.013], [0.006, 0.006, -0.008]]
}

***

For each record above, in turn, the calculated F_max values are 7.496 6.108 1.654 eV Å⁻¹.